1.
The following is a quantum chemistry calculation of a 14-piece molecular cluster, C49H133N7O14 overall at a distorted geometry, from the OMol25 dataset.

ORCA input file:
```
! wB97M-V def2-TZVPD RIJCOSX def2/J DEFGRID3
* xyz 0 1
H -0.542 -1.679 -6.281
H -1.151 -4.064 -2.745
H -4.018 1.347 1.003
H 6.732 -1.019 0.816
H 6.488 -2.170 -0.447
C 0.477 0.196 -0.394
H 0.155 2.850 0.181
H -0.647 4.893 3.353
C 1.645 -2.819 1.824
O 1.851 3.688 4.904
H -4.529 5.859 -1.890
C -4.685 0.829 0.314
H 0.995 -2.095 -4.449
H -1.269 -5.471 -0.672
H -5.832 -2.052 -3.121
H 4.702 -0.058 3.027
H -2.814 -3.991 1.556
H 2.041 2.798 4.596
H 0.851 5.136 -5.795
H -3.807 6.016 1.789
H -4.055 -5.140 3.411
H 2.186 -2.079 -5.617
H -5.576 0.233 -2.250
N 0.025 3.253 -4.040
C 0.777 0.639 4.108
O -0.203 -3.927 -2.690
H 4.206 -5.895 -0.910
H 4.737 1.585 2.851
H 3.710 -0.006 0.613
C 5.838 -5.221 2.161
H -2.549 4.666 5.679
H -0.535 -4.482 1.924
H 5.198 1.481 -2.620
H 3.997 -6.280 1.603
C 4.519 0.840 3.616
C 1.064 -3.592 3.014
H -4.224 -0.139 0.117
H -3.917 6.844 -3.124
H 1.149 3.638 -6.455
C -0.478 -6.275 -3.198
C 2.194 0.394 3.560
H -3.669 4.263 2.105
C -5.331 -2.949 -2.757
C -3.813 -2.756 -2.972
H 1.643 4.837 0.214
C -4.274 -2.604 2.232
H -0.479 2.482 1.832
H -7.537 -4.561 -2.489
H 5.636 -7.726 1.827
H -3.143 6.863 -1.545
H 4.841 5.167 4.365
C 2.640 4.334 2.728
H -1.124 0.074 3.662
H -1.854 3.637 3.670
N -0.806 3.646 5.793
H -0.854 5.800 7.086
H 1.044 -1.914 1.730
C -7.155 -4.345 -3.487
H -3.574 -1.856 -2.405
H 2.172 2.879 -4.037
H 0.283 -4.659 -0.184
H -4.077 -6.101 1.954
O 1.044 -2.739 4.166
C 2.744 4.612 4.232
H -1.463 6.931 5.888
C 3.653 -3.417 -1.102
H 4.366 3.014 -2.402
H 0.052 -0.202 -3.982
H -1.325 1.947 0.396
C 4.139 4.481 4.840
C 4.758 -5.296 -0.187
H -1.597 -1.374 -2.364
N 3.074 2.361 -0.142
H 1.348 6.188 -0.892
H 0.933 -0.796 5.853
O 5.198 -0.630 -0.659
H -0.870 3.706 6.799
H -0.068 3.057 -3.053
H -0.169 -7.308 -3.042
H -2.309 5.271 1.358
H -1.562 -6.278 -3.094
H 0.432 1.669 4.030
C 1.633 4.741 -3.183
H -3.463 -4.705 -2.823
C 1.410 3.624 -4.267
H -6.287 2.561 -0.014
O -4.544 -3.973 0.439
H 4.817 -7.721 0.447
O 3.977 -4.109 0.052
O -5.530 2.912 -0.488
C -3.366 -2.628 -4.426
H 4.518 -3.004 -1.623
H 1.618 0.720 6.127
C -0.850 -0.513 -0.791
H -1.618 0.260 -0.805
H 5.130 0.941 0.653
H -5.553 -5.095 2.422
O 0.299 0.457 -4.636
H -0.115 -1.811 -2.174
C -0.929 5.989 6.016
C -3.130 5.210 2.072
H 5.369 -4.339 2.598
H -0.152 0.650 6.067
O -2.719 5.541 3.356
C -4.941 1.765 -0.906
H -0.572 -2.520 0.012
H -6.093 1.846 -2.656
H -3.409 -4.024 -1.412
H 1.138 -0.670 -0.419
H -0.046 2.300 -4.367
H 4.099 4.747 5.896
H 2.552 3.020 -0.701
H -3.311 4.382 -3.405
C -3.901 -3.965 1.634
H 0.252 -6.364 -0.359
H 6.704 -4.868 1.601
H 2.695 -2.597 2.012
O -5.759 -4.136 -3.510
C 0.766 0.257 5.629
H -3.203 -3.540 -4.999
C -5.936 1.167 -1.818
H -1.149 4.760 -3.862
H 1.662 0.427 -6.097
H 0.614 -1.926 3.893
H 3.333 5.009 2.226
H -1.596 3.407 -1.919
H -0.128 0.226 2.438
H 1.287 -5.343 -2.372
C -0.183 -5.452 -0.769
C -1.533 4.774 5.300
H 0.372 -0.965 -7.660
C 1.721 -1.413 -4.891
C 0.944 -0.266 -5.659
C -2.744 5.051 -2.757
H 0.143 3.845 5.509
C 4.845 2.191 -1.872
H -7.346 -5.250 -4.063
H 4.528 3.463 4.825
H 1.589 4.412 2.450
H -0.377 -6.071 -4.264
H 1.728 -4.453 3.090
H -2.686 4.182 -0.677
H 5.280 0.966 4.386
H 2.967 -2.594 -0.902
H -1.107 -3.255 3.024
N -0.177 -0.134 3.380
H -6.880 0.936 -1.325
C -4.467 -5.188 2.403
H -5.641 0.696 0.820
C 0.209 -5.254 -2.233
O 3.269 1.055 4.244
H 2.454 -0.664 3.563
C 1.487 4.267 -5.631
H -0.635 -4.793 3.660
H -5.560 -3.110 -1.704
H 2.410 5.643 4.349
H 2.505 4.617 -5.801
C 5.956 -1.473 0.201
N 5.609 -7.299 0.912
O 1.551 4.300 -1.803
H -3.623 -2.287 3.047
N -0.685 -0.977 -2.189
H 5.721 -4.997 -0.601
C -2.062 4.324 -1.559
H -1.194 4.908 -1.253
H 5.350 -2.062 0.890
H 0.099 6.179 5.704
H -4.077 -2.009 -4.973
C -1.298 -1.711 0.095
C -3.583 6.212 -2.301
H 3.223 0.834 -1.734
C 4.470 0.421 -0.041
H 5.672 2.609 -1.298
H 2.474 1.789 0.435
C 4.947 -5.982 1.159
O 0.355 0.866 0.910
H -4.016 2.058 -1.404
H -2.403 -2.119 -4.460
O -1.688 5.508 -3.594
H -5.448 -3.939 0.760
H 1.011 5.612 -3.395
C -0.333 2.111 0.817
H -0.919 -0.119 -6.768
H 2.625 5.185 -3.262
C -1.623 4.695 3.796
H -7.714 -3.575 -4.018
H 3.056 -3.992 -1.810
H 6.304 -5.835 2.933
H -4.107 -1.802 1.513
C -0.368 -4.048 2.910
C 3.832 1.415 -1.041
H 2.297 0.741 2.532
H -2.312 -2.045 -0.126
C 1.874 5.241 -0.772
H 2.444 -1.059 -4.156
N -3.099 -3.883 -2.363
H 1.570 -3.405 0.908
H 2.842 3.270 2.603
H 2.943 5.440 -0.697
H 0.750 0.904 -1.177
H -5.310 -2.515 2.556
H -1.390 -1.453 1.150
C -0.060 -0.784 -6.676
*
```

Summary:
**Largest force on an atom**: 0.0657 hartree/bohr
**Energy above the lowest of the compared OMol25 structures with the same formula, charge and spin**: 3.112 eV
**Gap between HOMO and LUMO**: 9.046 eV
**HOMO energy**: -8.8 eV

---

2.
The following is a quantum chemistry calculation of C5H15N2S as an isolated structure at a distorted geometry, from the OMol25 dataset.

ORCA input file:
```
! wB97M-V def2-TZVPD RIJCOSX def2/J DEFGRID3
* xyz 1 1
H 1.584 1.421 1.758
H 3.428 0.235 1.350
C -1.123 -1.893 0.054
H -1.835 0.614 0.643
H 0.663 -1.539 0.982
N -0.289 -1.122 0.951
N 1.395 0.772 1.017
H -0.977 2.188 0.021
H -0.755 -2.112 -0.894
H 3.115 1.148 -0.121
S 0.451 -0.056 -1.424
C 0.252 0.525 0.334
C 2.657 0.374 0.520
C -1.090 0.500 -2.261
H -1.719 -0.399 -2.089
H -2.138 -1.391 -0.216
H -1.587 1.335 -1.827
H -0.812 2.036 1.606
H 2.697 -0.567 -0.072
C -0.935 1.364 0.731
H -0.692 -1.092 1.845
H -0.916 0.561 -3.298
H -1.374 -2.903 0.391
*
```

Summary:
**Largest force on an atom**: 0.0740 hartree/bohr
**Energy above the lowest of the compared OMol25 structures with the same formula, charge and spin**: 2.401 eV
**Gap between HOMO and LUMO**: 10.368 eV
**HOMO energy**: -13.0 eV

---

3.
The following is a quantum chemistry calculation of a 9-piece molecular cluster, C25H57N7O13 overall at a distorted geometry, from the OMol25 dataset.

ORCA input file:
```
! wB97M-V def2-TZVPD RIJCOSX def2/J DEFGRID3
* xyz 0 1
H -26.743 -7.617 26.868
H -29.843 -5.385 26.972
H -25.683 -10.392 29.485
H -31.263 -5.123 23.609
O -27.410 -8.940 23.227
H -23.880 -10.701 23.143
C -28.600 -9.203 23.177
O -25.670 -11.501 25.736
O -34.196 -6.394 28.323
H -32.356 -6.405 24.221
C -33.888 -4.180 26.912
H -33.917 -9.533 26.468
H -25.408 -14.855 23.854
C -26.975 -12.003 29.020
H -30.780 -0.589 27.138
H -29.358 -9.322 30.948
O -33.687 -5.449 26.371
H -26.748 -5.299 23.794
O -32.024 -6.576 21.444
C -33.942 -6.465 27.187
C -25.096 -11.625 24.641
H -34.235 -5.629 20.872
H -26.237 -7.090 30.498
H -26.206 -9.016 25.835
H -34.862 -4.059 27.390
C -26.687 -5.851 24.729
H -26.270 -14.018 25.132
O -30.879 -8.939 26.448
O -29.417 -7.358 27.148
O -30.833 -3.404 25.817
H -29.446 -11.293 27.019
H -31.208 -6.341 27.612
C -28.852 -10.174 30.496
H -33.804 -3.405 26.153
H -28.983 -10.984 31.215
N -24.976 -7.216 25.781
N -30.770 -1.588 27.117
H -25.041 -9.590 23.951
H -27.623 -11.789 23.912
H -31.668 -2.402 28.842
H -27.767 -10.973 26.605
C -27.407 -9.852 30.297
H -34.929 -8.825 27.720
N -33.894 -5.301 21.756
H -28.663 -12.515 22.655
H -24.828 -6.204 30.103
O -27.824 -5.177 30.315
N -25.818 -6.185 30.232
N -24.962 -12.828 24.022
H -24.520 -14.363 25.298
H -29.116 -10.694 25.373
H -29.772 -7.633 22.233
C -28.123 -11.620 22.953
C -25.319 -14.083 24.613
H -23.655 -10.178 24.882
H -30.083 -1.772 29.092
H -24.573 -12.832 23.096
H -25.350 -8.596 27.263
H -29.528 -7.455 23.973
C -26.043 -3.894 29.400
C -30.808 -2.209 25.930
C -33.944 -8.777 27.244
H -32.937 -4.741 23.985
H -31.560 -0.460 24.928
C -24.350 -10.416 24.083
H -31.404 -1.926 23.923
H -26.322 -12.261 28.183
H -24.020 -7.282 26.090
H -25.991 -3.100 30.139
C -28.790 -10.675 26.403
C -29.765 -8.579 26.796
C -30.947 -1.339 24.707
H -27.141 -5.155 25.443
H -29.978 -10.698 23.042
O -33.814 -7.561 26.500
C -32.720 -5.867 22.190
H -29.359 -10.324 29.540
H -30.670 -6.371 25.860
H -27.960 -12.038 28.560
H -29.977 -0.952 24.393
C -30.676 -2.334 28.373
N -29.001 -10.487 22.967
C -30.381 -6.326 26.912
H -27.224 -6.789 24.626
H -26.845 -12.799 29.761
N -26.630 -10.708 29.589
C -29.694 -8.174 23.171
H -30.653 -8.658 23.368
O -28.654 -9.306 26.772
C -26.660 -5.134 30.009
O -26.927 -8.791 30.702
H -33.196 -8.892 28.020
H -27.315 -11.485 22.229
H -33.144 -3.936 27.671
H -26.658 -3.574 28.563
H -25.077 -4.103 28.940
H -30.324 -3.338 28.192
C -32.274 -5.518 23.599
C -25.907 -8.154 26.429
H -34.299 -4.525 22.231
C -25.271 -6.027 25.211
O -24.440 -5.181 25.077
*
```

Summary:
**SMILES**: COC(=O)OC.COC(=O)OC.CNC(C)=O.CNC(C)=O.CNC(C)=O.CNC(C)=O.CNC(C)=O.CC(N)=O.CC(N)=O
**Largest force on an atom**: 0.0732 hartree/bohr
**Gap between HOMO and LUMO**: 9.286 eV
**HOMO energy**: -8.8 eV

---

4.
The following is a quantum chemistry calculation of C19H19N5O2S2 as an isolated structure at a distorted geometry, from the OMol25 dataset.

ORCA input file:
```
! wB97M-V def2-TZVPD RIJCOSX def2/J DEFGRID3
* xyz 0 1
H 1.522 -2.308 -1.567
C -4.304 -2.876 -0.717
O 1.866 2.875 0.568
C 1.482 -1.404 1.040
H -5.256 -3.229 -1.208
H 3.903 2.333 1.314
C -0.163 -3.477 -1.675
H -1.575 0.204 1.689
H 0.505 3.611 -2.247
H 1.816 5.386 -1.578
N 0.571 3.053 -1.332
H 5.076 0.951 0.913
H -3.262 -1.264 0.625
C -2.137 0.808 -1.871
C -1.573 0.775 0.549
C -2.266 0.159 -0.665
H -0.329 -3.779 -2.570
C -1.300 1.779 -2.056
C 1.561 3.373 -0.573
C 2.462 4.476 -1.186
C -3.951 -1.627 -1.196
C 0.706 -1.461 3.281
C 4.412 1.248 1.514
S 2.724 -0.609 0.223
C 0.479 -2.143 0.434
C -1.572 -3.367 -0.713
H -0.233 -0.569 3.874
H 3.124 4.039 -2.138
N 2.457 -0.050 2.651
H 0.152 -2.322 3.184
H 3.198 4.755 -0.660
H 4.768 1.344 2.594
S -3.005 -4.215 -1.608
H 1.334 -1.536 4.493
H -4.387 -3.015 0.207
H -2.726 0.512 -2.631
H 0.179 1.905 1.088
H -1.041 2.138 -2.852
N -3.279 -0.775 -0.535
C -0.545 1.643 0.268
C 3.287 0.177 1.612
O -4.205 -1.165 -2.471
N -1.589 -2.933 0.332
C -0.399 2.195 -1.216
C 0.649 -2.544 -0.786
C 1.505 -0.809 2.417
N -0.636 -2.263 1.178
*
```

Summary:
**Largest force on an atom**: 0.3152 hartree/bohr
**Energy above the lowest of the compared OMol25 structures with the same formula, charge and spin**: 16.667 eV
**Gap between HOMO and LUMO**: 6.586 eV
**HOMO energy**: -7.8 eV

---

5.
The following is a quantum chemistry calculation of C3H6OS2 as an isolated structure at a distorted geometry, from the OMol25 dataset.

ORCA input file:
```
! wB97M-V def2-TZVPD RIJCOSX def2/J DEFGRID3
* xyz 0 1
S 0.822 0.951 -2.262
H -0.330 -0.641 -1.157
H -0.493 -1.777 0.321
H 1.574 0.051 -1.676
C -1.712 0.148 0.267
S 2.434 -0.921 0.825
O -2.714 -0.240 0.852
H -1.516 1.235 0.277
C -0.350 -0.671 -0.007
C 0.808 0.115 0.788
H 0.562 1.204 -0.016
H 0.916 0.544 1.787
*
```

Summary:
**Largest force on an atom**: 0.0854 hartree/bohr
**Energy above the lowest of the compared OMol25 structures with the same formula, charge and spin**: 7.263 eV
**Gap between HOMO and LUMO**: 4.995 eV
**HOMO energy**: -9.3 eV

---

6.
The following is a quantum chemistry calculation of C43H32F9MoN7PS2 as an isolated structure at a distorted geometry, from the OMol25 dataset.

ORCA input file:
```
! wB97M-V def2-TZVPD RIJCOSX def2/J DEFGRID3
* xyz 3 3
C -0.321 3.526 1.107
C 2.651 1.759 -2.398
H -5.988 2.398 -1.201
N 1.115 -1.764 3.759
N -2.883 1.168 -0.779
C 5.882 0.636 2.916
C 1.418 1.234 -2.014
H -1.805 -2.996 -3.544
C -4.924 2.291 -1.323
H 3.284 -7.040 3.672
C -4.264 3.205 -2.119
C -2.273 2.049 -1.605
H 3.238 2.347 -1.703
C 1.158 -3.939 -2.190
F -2.287 7.271 -0.214
H -5.245 -2.226 3.120
H 0.590 -0.369 -4.888
H 1.180 -7.874 2.670
C 3.131 1.530 -3.677
S -0.184 0.120 2.521
F 5.774 1.186 4.133
C 1.281 -6.827 2.919
H -1.218 5.109 2.257
H -0.432 2.790 1.896
N -4.989 0.307 0.020
F 2.277 1.454 -6.800
H 3.471 -4.669 4.337
H -4.818 3.995 -2.607
C 2.856 0.558 -5.988
C 2.563 -5.042 3.876
H 4.549 2.926 2.581
F -1.390 7.464 1.752
C 2.380 0.773 -4.567
C -4.224 1.266 -0.692
C 0.126 -3.834 -3.117
H 4.476 -1.211 1.506
F 6.159 -0.669 3.077
C -6.794 -0.748 0.751
F 6.917 1.206 2.293
H -6.996 0.953 -0.580
C -4.578 -0.724 0.809
C -1.060 -2.357 -1.643
S -3.030 -1.276 1.243
H 1.892 -3.319 -0.264
H -7.790 -1.093 0.970
F 4.178 0.690 -6.092
H -5.053 -3.307 1.731
C 1.160 0.230 -4.191
H -0.261 0.028 -2.605
N 0.409 -2.279 1.544
C -0.016 -2.456 -0.716
C 4.607 0.835 2.126
H -0.702 -6.328 2.260
H 4.092 1.926 -3.975
C 0.219 -5.953 2.684
H -2.326 3.720 -2.927
C 0.463 4.139 -1.097
C -0.588 5.767 0.318
C 0.324 -4.620 3.010
H -0.515 -3.955 2.859
H 0.929 3.875 -2.039
Mo -1.116 -0.033 0.396
C 1.093 -3.255 -0.991
H 2.013 -4.568 -2.400
H -1.965 -1.807 -1.397
C -2.898 3.062 -2.289
C -5.658 -2.507 2.152
C 2.298 1.258 0.679
C -6.389 0.275 -0.014
C 4.065 2.110 2.060
N 1.631 -2.860 4.099
C 2.863 -0.016 0.733
C 0.293 3.183 -0.100
C 4.020 -0.231 1.459
H 2.482 3.321 1.279
N -5.670 -1.359 1.256
C 2.458 -6.363 3.501
H 2.409 -0.830 0.179
H 0.160 6.196 -1.642
C 0.684 0.458 -2.912
C 1.499 -4.163 3.619
F 2.516 -0.666 -6.421
H -1.215 1.919 -1.744
F -0.283 8.077 -0.010
C 0.454 -1.507 2.617
H 0.187 -4.376 -4.051
C 0.024 5.436 -0.883
P 0.793 1.451 -0.324
H 2.217 -2.756 4.928
H -6.678 -2.855 2.282
C -0.984 -3.046 -2.841
C -0.758 4.823 1.320
C -1.131 7.170 0.478
C 2.905 2.327 1.330
N -0.111 -1.720 0.492
*
```

Summary:
**⟨S²⟩**: 2.33
**Largest force on an atom**: 0.0401 hartree/bohr
**Energy above the lowest of the compared OMol25 structures with the same formula, charge and spin**: 0.530 eV
**Gap between HOMO and LUMO (alpha / beta)**: 5.615 / 5.986 eV
**HOMO energy (alpha / beta)**: -16.3 / -16.3 eV